{
  "formula": "C45H68BFN17O2",
  "method": "ωB97M-V/def2-TZVPD",
  "charge": -1,
  "multiplicity": 1,
  "elements": ["C", "B", "O", "C", "C", "N", "C", "C", "C", "C", "C", "C", "C", "C", "C", "C", "F", "O", "H", "H", "H", "H", "H", "H", "H", "H", "H", "H", "H", "H", "H", "H", "H", "H", "H", "H", "H", "H", "C", "C", "N", "H", "H", "H", "C", "C", "N", "H", "H", "H", "C", "C", "N", "H", "H", "H", "C", "C", "N", "H", "H", "H", "C", "C", "N", "H", "H", "H", "C", "C", "N", "H", "H", "H", "C", "C", "N", "H", "H", "H", "C", "C", "N", "H", "H", "H", "C", "C", "N", "H", "H", "H", "C", "C", "N", "H", "H", "H", "C", "C", "N", "H", "H", "H", "C", "C", "N", "H", "H", "H", "C", "C", "N", "H", "H", "H", "C", "C", "N", "H", "H", "H", "C", "C", "N", "H", "H", "H", "C", "C", "N", "H", "H", "H"],
  "positions_angstrom": [[1.232, 4.002, 0.382], [1.189, 2.393, 0.152], [0.378, 1.880, -0.988], [-0.122, 0.625, -0.595], [-1.651, 0.805, -0.525], [-2.179, 1.557, -1.691], [0.485, 0.305, 0.817], [1.856, -0.476, 0.787], [2.729, -0.168, 1.983], [3.717, 0.815, 1.927], [4.488, 1.157, 3.046], [4.278, 0.508, 4.265], [3.325, -0.517, 4.334], [2.577, -0.841, 3.206], [-0.434, -0.493, 1.769], [-1.314, 0.288, 2.713], [-1.205, -1.432, 1.041], [0.734, 1.598, 1.326], [0.701, 4.300, 1.290], [0.862, 4.568, -0.475], [2.272, 4.292, 0.534], [2.381, 2.048, -0.128], [0.147, -0.109, -1.368], [-1.810, 1.417, 0.357], [-2.165, -0.147, -0.443], [-3.091, 1.163, -1.885], [-2.292, 2.513, -1.380], [1.666, -1.553, 0.774], [2.392, -0.259, -0.132], [3.859, 1.344, 0.996], [5.220, 1.951, 2.975], [4.831, 0.794, 5.150], [3.131, -1.063, 5.245], [1.840, -1.631, 3.291], [0.224, -1.092, 2.388], [-0.745, 1.137, 3.075], [-2.224, 0.625, 2.233], [-1.562, -0.345, 3.568], [-1.117, 2.018, -4.554], [-0.943, 2.638, -5.862], [-0.777, 3.138, -6.882], [-0.400, 2.418, -3.837], [-2.115, 2.218, -4.176], [-0.983, 0.940, -4.621], [2.191, 0.132, -3.880], [2.715, -0.917, -3.026], [3.130, -1.762, -2.373], [1.222, 0.457, -3.504], [2.867, 0.986, -3.879], [2.100, -0.277, -4.889], [-3.043, -2.684, -2.369], [-3.916, -1.578, -2.731], [-4.574, -0.676, -2.999], [-2.955, -2.738, -1.285], [-3.451, -3.619, -2.747], [-2.052, -2.523, -2.792], [0.275, 0.340, -8.408], [0.817, -0.622, -7.467], [1.247, -1.388, -6.729], [-0.706, 0.664, -8.069], [0.924, 1.211, -8.480], [0.173, -0.121, -9.387], [-0.676, 6.007, -2.921], [-1.321, 6.215, -1.633], [-1.805, 6.353, -0.603], [0.379, 5.788, -2.765], [-1.138, 5.166, -3.434], [-0.774, 6.900, -3.536], [5.726, -4.184, 5.882], [4.324, -3.814, 6.000], [3.221, -3.519, 6.094], [5.967, -4.344, 4.832], [6.352, -3.381, 6.267], [5.916, -5.094, 6.449], [-5.841, 2.036, -0.562], [-4.865, 2.039, 0.516], [-4.096, 2.041, 1.367], [-6.394, 1.100, -0.539], [-6.543, 2.856, -0.434], [-5.337, 2.128, -1.523], [0.777, 2.180, 5.313], [1.798, 1.926, 6.318], [2.624, 1.701, 7.080], [0.060, 1.362, 5.305], [0.257, 3.111, 5.534], [1.242, 2.249, 4.327], [-7.757, 3.524, 3.630], [-8.043, 2.635, 2.517], [-8.308, 1.965, 1.624], [-8.670, 4.017, 3.947], [-7.358, 2.952, 4.465], [-7.033, 4.274, 3.322], [-7.407, -1.228, 3.616], [-8.101, -0.181, 4.347], [-8.647, 0.644, 4.926], [-6.999, -1.953, 4.318], [-8.087, -1.734, 2.935], [-6.592, -0.793, 3.042], [-10.043, 6.300, 1.376], [-9.080, 6.473, 2.453], [-8.322, 6.609, 3.302], [-10.454, 5.292, 1.408], [-10.850, 7.021, 1.484], [-9.552, 6.452, 0.417], [-2.416, -3.144, 2.205], [-3.832, -3.436, 2.047], [-4.951, -3.653, 1.922], [-1.893, -3.313, 1.266], [-2.278, -2.105, 2.493], [-1.989, -3.790, 2.970], [5.803, -1.924, 0.081], [5.873, -2.384, 1.453], [5.867, -2.730, 2.547], [5.501, -0.878, 0.062], [6.774, -2.029, -0.398], [5.063, -2.511, -0.462], [9.527, -4.128, 1.567], [9.301, -2.848, 0.916], [9.122, -1.837, 0.406], [8.936, -4.901, 1.087], [10.582, -4.393, 1.506], [9.232, -4.066, 2.613], [-0.662, -3.522, -9.815], [-1.387, -2.298, -10.124], [-1.944, -1.321, -10.352], [-0.584, -3.640, -8.735], [-1.187, -4.377, -10.235], [0.340, -3.474, -10.236], [9.723, -7.663, -1.313], [9.351, -7.515, 0.086], [9.051, -7.400, 1.186], [10.682, -8.173, -1.388], [8.966, -8.245, -1.835], [9.802, -6.683, -1.779]]
}

=====

{
  "formula": "C45H71BrF6N3O18S2",
  "method": "ωB97M-V/def2-TZVPD",
  "charge": 1,
  "multiplicity": 1,
  "elements": ["C", "C", "C", "C", "C", "C", "C", "C", "N", "C", "C", "C", "C", "C", "C", "C", "C", "C", "S", "S", "C", "C", "C", "C", "Br", "C", "C", "C", "N", "C", "C", "C", "N", "H", "H", "H", "H", "H", "H", "H", "H", "H", "H", "H", "H", "H", "H", "H", "H", "H", "H", "H", "H", "H", "H", "H", "H", "H", "H", "H", "H", "H", "H", "H", "H", "H", "H", "H", "H", "H", "H", "H", "H", "H", "H", "H", "H", "H", "H", "H", "H", "H", "H", "H", "H", "H", "C", "C", "O", "C", "O", "O", "F", "H", "H", "H", "C", "C", "O", "C", "O", "O", "F", "H", "H", "H", "C", "C", "O", "C", "O", "O", "F", "H", "H", "H", "C", "C", "O", "C", "O", "O", "F", "H", "H", "H", "C", "C", "O", "C", "O", "O", "F", "H", "H", "H", "C", "C", "O", "C", "O", "O", "F", "H", "H", "H"],
  "positions_angstrom": [[9.320, -1.808, 3.148], [10.172, -2.337, 2.003], [11.281, -1.357, 1.584], [10.703, -0.265, 0.629], [11.083, 1.160, 1.165], [10.015, 1.641, 2.146], [10.056, 3.157, 2.373], [9.581, 3.954, 1.179], [8.131, 3.835, 0.933], [7.861, 4.619, -0.321], [6.526, 4.300, -0.959], [6.261, 2.793, -0.993], [7.535, 1.960, -1.316], [7.268, 0.838, -2.345], [7.989, -0.489, -2.011], [6.947, -1.582, -1.680], [7.496, -2.706, -0.765], [7.393, 4.409, 1.988], [7.997, 5.536, 2.990], [5.672, 3.952, 2.341], [5.800, 3.335, 4.056], [4.449, 2.686, 4.472], [4.489, 1.162, 4.729], [4.275, 0.240, 3.524], [5.762, 0.245, 2.245], [4.318, -1.210, 4.074], [2.854, -1.705, 4.216], [2.207, -0.741, 3.297], [2.931, 0.242, 2.952], [2.307, 1.258, 2.067], [2.009, 0.731, 0.663], [0.849, 1.520, 0.019], [1.014, 1.583, -1.446], [8.558, -2.518, 3.459], [9.928, -1.564, 4.016], [8.825, -0.882, 2.860], [9.510, -2.554, 1.164], [10.636, -3.278, 2.297], [12.016, -1.922, 1.020], [11.697, -0.869, 2.458], [9.619, -0.335, 0.671], [11.099, -0.334, -0.378], [12.053, 1.114, 1.648], [11.168, 1.797, 0.286], [10.267, 1.188, 3.105], [9.015, 1.295, 1.892], [11.098, 3.431, 2.539], [9.551, 3.419, 3.297], [10.063, 3.524, 0.304], [9.894, 4.999, 1.192], [7.900, 5.667, -0.016], [8.643, 4.445, -1.047], [5.727, 4.808, -0.416], [6.452, 4.673, -1.976], [5.531, 2.616, -1.782], [5.818, 2.401, -0.086], [8.352, 2.597, -1.639], [7.861, 1.467, -0.404], [6.210, 0.626, -2.435], [7.556, 1.228, -3.320], [8.489, -0.842, -2.908], [8.670, -0.411, -1.169], [6.089, -1.141, -1.177], [6.564, -1.970, -2.621], [8.549, -2.511, -0.586], [6.997, -2.729, 0.199], [7.389, -3.653, -1.279], [5.918, 4.205, 4.687], [6.619, 2.639, 4.197], [3.707, 2.883, 3.700], [4.072, 3.195, 5.351], [3.701, 0.885, 5.427], [5.462, 0.923, 5.140], [4.660, -1.792, 3.223], [5.000, -1.423, 4.883], [2.774, -2.735, 3.896], [2.550, -1.642, 5.258], [1.197, -0.787, 2.918], [1.355, 1.537, 2.503], [2.951, 2.122, 1.973], [1.744, -0.326, 0.666], [2.881, 0.853, 0.040], [0.793, 2.517, 0.449], [-0.117, 1.049, 0.193], [1.788, 2.216, -1.611], [1.335, 0.671, -1.751], [-3.456, -1.360, -1.013], [-3.660, 0.134, -1.062], [-3.866, 0.460, 0.304], [-3.187, -0.465, 1.035], [-2.919, -0.349, 2.183], [-2.842, -1.532, 0.273], [-4.766, 0.462, -1.769], [-4.400, -1.905, -1.042], [-2.811, -1.727, -1.807], [-2.807, 0.697, -1.446], [-7.702, -0.084, -1.990], [-9.132, 0.358, -1.829], [-9.850, -0.661, -2.511], [-9.105, -1.791, -2.407], [-9.506, -2.884, -2.628], [-7.839, -1.512, -2.015], [-9.361, 1.543, -2.448], [-7.267, 0.258, -2.930], [-7.069, 0.237, -1.171], [-9.473, 0.417, -0.797], [-11.615, -5.323, -2.808], [-13.043, -4.887, -2.641], [-13.765, -5.898, -3.324], [-13.014, -7.038, -3.234], [-13.417, -8.125, -3.459], [-11.746, -6.751, -2.840], [-13.277, -3.695, -3.248], [-11.180, -4.975, -3.745], [-10.985, -4.999, -1.986], [-13.376, -4.837, -1.605], [-14.536, -2.191, 0.686], [-14.095, -0.758, 0.527], [-12.695, -0.888, 0.348], [-12.482, -2.105, -0.230], [-11.473, -2.428, -0.754], [-13.586, -2.888, -0.130], [-14.331, -0.031, 1.647], [-14.453, -2.536, 1.718], [-15.551, -2.363, 0.337], [-14.526, -0.244, -0.334], [-8.935, -3.119, -6.015], [-9.079, -4.271, -6.976], [-8.198, -3.906, -8.026], [-7.214, -3.142, -7.468], [-6.185, -2.885, -7.989], [-7.575, -2.720, -6.228], [-10.339, -4.362, -7.465], [-9.600, -2.291, -6.264], [-9.101, -3.407, -4.979], [-8.780, -5.240, -6.571], [-10.723, 3.087, 1.397], [-10.273, 4.517, 1.221], [-8.872, 4.377, 1.043], [-8.667, 3.156, 0.481], [-7.662, 2.809, -0.039], [-9.774, 2.379, 0.591], [-10.507, 5.256, 2.330], [-10.642, 2.754, 2.432], [-11.739, 2.916, 1.049], [-10.700, 5.024, 0.354]]
}

=====

{
  "formula": "C45H72BrClN11O4S2",
  "method": "ωB97M-V/def2-TZVPD",
  "charge": -1,
  "multiplicity": 1,
  "elements": ["C", "C", "C", "Br", "N", "C", "C", "C", "S", "C", "S", "N", "C", "C", "N", "C", "C", "C", "C", "C", "N", "O", "C", "C", "O", "Cl", "C", "O", "O", "H", "H", "H", "H", "H", "H", "H", "H", "H", "H", "H", "H", "H", "H", "H", "H", "H", "H", "H", "H", "H", "H", "H", "C", "C", "C", "C", "N", "H", "H", "H", "H", "H", "H", "H", "C", "C", "C", "C", "N", "H", "H", "H", "H", "H", "H", "H", "C", "C", "C", "C", "N", "H", "H", "H", "H", "H", "H", "H", "C", "C", "C", "C", "N", "H", "H", "H", "H", "H", "H", "H", "C", "C", "C", "C", "N", "H", "H", "H", "H", "H", "H", "H", "C", "C", "C", "C", "N", "H", "H", "H", "H", "H", "H", "H", "C", "C", "C", "C", "N", "H", "H", "H", "H", "H", "H", "H"],
  "positions_angstrom": [[4.179, 1.851, 4.024], [4.060, 1.782, 2.492], [2.748, 2.310, 1.962], [2.442, 4.158, 2.804], [2.574, 2.486, 0.567], [1.160, 2.711, 0.230], [0.857, 4.105, -0.355], [-0.189, 4.057, -1.458], [-1.770, 3.470, -0.747], [-2.263, 2.296, -1.965], [-2.187, 2.558, -3.561], [-2.749, 1.092, -1.431], [-3.456, 0.902, -0.253], [-3.677, -0.438, -0.178], [-3.105, -1.095, -1.248], [-2.560, -0.154, -1.978], [3.311, 1.672, -0.445], [4.809, 2.094, -0.543], [5.506, 1.845, -1.885], [5.620, 0.370, -2.234], [4.884, -0.053, -3.321], [6.342, -0.379, -1.590], [3.272, 0.132, -0.166], [2.046, -0.424, 0.499], [1.973, -0.677, 1.666], [0.638, -0.805, -0.505], [2.707, 1.997, -1.880], [2.837, 3.175, -2.239], [2.242, 1.032, -2.526], [4.675, 2.757, 4.366], [4.793, 1.006, 4.352], [3.209, 1.739, 4.514], [4.892, 2.330, 2.053], [4.122, 0.725, 2.235], [1.935, 1.742, 2.423], [0.550, 2.604, 1.133], [0.802, 1.931, -0.446], [0.506, 4.752, 0.461], [1.761, 4.558, -0.751], [0.112, 3.391, -2.266], [-0.360, 5.052, -1.872], [-3.748, 1.707, 0.402], [-4.206, -0.944, 0.617], [-2.020, -0.347, -2.891], [5.408, 1.585, 0.215], [4.837, 3.163, -0.324], [5.045, 2.416, -2.690], [6.544, 2.186, -1.804], [4.671, -1.043, -3.230], [4.014, 0.477, -3.382], [3.438, -0.406, -1.098], [4.089, -0.126, 0.507], [-0.750, 5.131, 4.132], [-1.802, 5.653, 5.102], [-2.834, 4.584, 5.482], [-3.580, 4.089, 4.325], [-4.167, 3.690, 3.424], [-1.196, 4.820, 3.186], [-0.016, 5.904, 3.910], [-0.216, 4.278, 4.550], [-2.318, 6.513, 4.668], [-1.319, 5.998, 6.018], [-3.563, 4.985, 6.189], [-2.350, 3.729, 5.957], [3.014, -0.212, -7.021], [2.148, -1.447, -7.242], [1.530, -1.981, -5.946], [2.563, -2.378, -4.993], [3.379, -2.691, -4.253], [3.861, -0.428, -6.367], [3.409, 0.145, -7.971], [2.437, 0.596, -6.566], [2.748, -2.235, -7.705], [1.344, -1.209, -7.941], [0.899, -2.850, -6.139], [0.910, -1.216, -5.475], [3.397, -4.431, -11.479], [4.867, -4.124, -11.223], [5.074, -3.136, -10.069], [4.434, -1.848, -10.336], [3.926, -0.840, -10.550], [2.851, -3.533, -11.770], [3.290, -5.160, -12.283], [2.921, -4.843, -10.587], [5.324, -3.718, -12.128], [5.401, -5.044, -10.981], [6.135, -2.954, -9.898], [4.656, -3.537, -9.144], [2.961, -1.446, 6.368], [4.406, -1.213, 6.790], [4.524, -0.413, 8.095], [3.912, 0.908, 7.960], [3.445, 1.938, 7.774], [2.449, -0.504, 6.172], [2.919, -2.038, 5.454], [2.405, -1.979, 7.142], [4.938, -0.683, 5.999], [4.912, -2.170, 6.931], [5.571, -0.276, 8.371], [4.029, -0.939, 8.913], [-4.088, -1.496, 4.753], [-4.931, -0.771, 5.795], [-4.635, 0.732, 5.848], [-3.238, 1.005, 6.184], [-2.146, 1.253, 6.429], [-3.026, -1.431, 4.989], [-4.343, -2.552, 4.713], [-4.240, -1.071, 3.759], [-4.756, -1.212, 6.778], [-5.992, -0.900, 5.568], [-5.264, 1.226, 6.591], [-4.837, 1.198, 4.881], [-6.355, -1.289, -6.071], [-5.334, -0.476, -5.285], [-5.746, -0.248, -3.826], [-7.008, 0.485, -3.733], [-7.992, 1.071, -3.683], [-7.314, -0.773, -6.125], [-6.010, -1.457, -7.092], [-6.520, -2.264, -5.608], [-5.180, 0.491, -5.768], [-4.372, -0.990, -5.286], [-4.972, 0.317, -3.304], [-5.863, -1.202, -3.310], [-6.162, -6.523, 5.184], [-6.991, -5.783, 6.227], [-6.647, -4.291, 6.307], [-5.248, -4.077, 6.675], [-4.146, -3.925, 6.967], [-5.099, -6.487, 5.426], [-6.456, -7.572, 5.134], [-6.298, -6.088, 4.192], [-6.843, -6.237, 7.208], [-8.052, -5.875, 5.989], [-7.271, -3.789, 7.047], [-6.821, -3.809, 5.342]]
}

=====

Number 1: Kohn-Sham gap 6.02 eV, highest occupied orbital energy -4.47 eV. Number 2: Kohn-Sham gap 6.22 eV, highest occupied orbital energy -10.37 eV. Number 3: Kohn-Sham gap 7.39 eV, highest occupied orbital energy -5.89 eV.